(1)
Entry from OMol25: a structure of composition C24H17Cl2N4O2Rb (the ωB97M-V functional and the def2-TZVPD basis).

Properties
**Max |F|**: 0.0442 hartree/bohr
**Energy relative to the best compared isomer or geometry (same formula, charge and spin)**: 102.9 kJ/mol
**HOMO level**: -0.45 eV
**Net charge**: -2

Cartesian coordinates (Å):
Rb 5.542 -14.623 11.925
O 9.414 -21.197 12.969
C 8.159 -21.178 12.942
O 7.314 -22.071 12.921
C 7.580 -19.831 12.861
C 6.204 -19.557 12.863
C 5.734 -18.278 12.473
N 6.556 -17.216 12.207
C 7.870 -17.505 12.219
C 8.429 -18.771 12.596
C 8.903 -16.439 11.971
C 10.244 -16.781 11.732
C 11.214 -15.791 11.718
C 10.811 -14.466 11.886
C 9.434 -14.194 12.070
N 8.508 -15.147 12.091
C 4.274 -18.152 12.363
C 3.488 -19.324 12.255
C 2.125 -19.177 12.432
C 1.560 -17.908 12.666
C 2.412 -16.807 12.645
N 3.705 -16.910 12.398
H 5.473 -20.235 13.332
H 9.534 -18.809 12.759
H 10.472 -17.844 11.620
H 12.279 -16.050 11.540
H 11.479 -13.622 11.859
H 9.092 -13.173 12.179
H 3.967 -20.274 11.971
H 1.428 -20.021 12.404
H 0.499 -17.764 12.867
H 2.056 -15.821 12.885
Cl 1.475 -16.055 7.615
C 1.606 -14.672 8.759
Cl 3.350 -14.194 9.029
H 1.181 -14.927 9.722
H 1.052 -13.861 8.314
C 8.243 -12.279 7.685
C 8.139 -13.661 7.841
C 7.366 -14.177 8.875
C 6.696 -13.324 9.747
C 6.782 -11.938 9.598
C 7.627 -11.428 8.602
H 8.810 -11.900 6.829
H 8.759 -14.283 7.200
H 7.388 -15.276 9.005
H 6.250 -11.261 10.256
H 7.762 -10.359 8.571
N 4.529 -11.563 12.417
C 4.185 -12.450 13.110

natural (NBO) atomic charge list, values in e, 6 entries: atom 1 (Rb): 0.8576, atom 2 (O): -0.7645, atom 3 (C): 0.7127, atom 4 (O): -0.7397, atom 5 (C): -0.0756, atom 6 (C): -0.1958

---

(2)
Entry from OMol25: a cluster of 2 separate species, C24H17F3N2 in total (the ωB97M-V functional and the def2-TZVPD basis).

Properties
**Max |F|**: 0.0564 hartree/bohr
**HOMO level**: -8.48 eV
**Net charge**: 0

Cartesian coordinates (Å):
C -2.870 0.921 0.540
C -1.605 0.613 -0.268
C -0.800 1.748 -0.564
N -0.084 2.661 -0.723
C -1.807 -0.292 -1.410
C -2.692 -1.411 -1.335
C -2.719 -2.376 -2.339
C -1.947 -2.200 -3.502
C -1.984 -3.183 -4.555
N -2.000 -3.988 -5.406
C -1.181 -1.036 -3.660
C -1.127 -0.090 -2.637
H -3.576 0.083 0.573
H -2.581 1.152 1.571
H -3.404 1.795 0.123
H -3.323 -1.558 -0.452
H -3.355 -3.269 -2.248
H -0.636 -0.864 -4.600
H -0.537 0.815 -2.796
F 5.285 0.072 -1.984
C 4.713 -1.129 -1.643
F 4.525 -1.835 -2.791
F 5.648 -1.806 -0.893
C 3.442 -0.903 -0.877
C 2.264 -1.609 -1.158
C 1.128 -1.344 -0.404
C 1.093 -0.295 0.558
C -0.163 0.120 1.152
C -0.164 0.967 2.359
C -1.051 0.686 3.438
C -1.223 1.579 4.496
C -0.509 2.792 4.521
C 0.404 3.068 3.496
C 0.581 2.171 2.439
C 2.346 0.297 0.885
C 3.496 0.011 0.167
H 2.252 -2.374 -1.932
H 0.215 -1.920 -0.594
H -0.949 -0.649 1.131
H -1.655 -0.228 3.400
H -1.910 1.337 5.315
H -0.626 3.486 5.362
H 0.992 3.992 3.518
H 1.224 2.473 1.609
H 2.429 1.030 1.687
H 4.445 0.487 0.431

natural (NBO) atomic charge list, values in e, 6 entries: atom 1 (C): -0.6268, atom 2 (C): -0.1605, atom 3 (C): 0.2822, atom 4 (N): -0.3652, atom 5 (C): 0.0498, atom 6 (C): -0.2317

---

(3)
Entry from OMol25: a structure of composition C24H17F3N3O5S2Sn (the ωB97M-V functional and the def2-TZVPD basis).

Properties
**Max |F|**: 0.0479 hartree/bohr
**Energy relative to the best compared isomer or geometry (same formula, charge and spin)**: 0.0 kJ/mol
**HOMO level**: -11.84 eV
**Net charge**: +1

Cartesian coordinates (Å):
Sn -0.435 -1.719 -0.417
O 2.991 -0.013 1.400
S 1.816 0.350 0.628
O 1.897 0.250 -0.821
N 0.465 -0.537 0.997
C -0.167 -0.539 2.274
C 0.328 -0.186 3.490
C -0.563 0.022 4.606
C -1.925 -0.124 4.529
C -2.424 -0.576 3.283
C -3.805 -0.693 3.023
C -4.205 -1.385 1.930
C -3.230 -1.826 0.993
N -1.960 -1.520 1.162
C -1.521 -0.901 2.245
C 1.415 2.024 1.052
C 0.152 2.565 0.993
C -0.020 3.900 1.200
C 1.058 4.712 1.529
C 2.321 4.180 1.617
C 2.530 2.799 1.411
H 1.370 0.027 3.632
H -0.165 0.290 5.586
H -2.613 -0.046 5.422
H -4.459 -0.239 3.767
H -5.229 -1.546 1.731
H -3.524 -2.328 0.115
H -0.602 1.855 0.652
H -0.997 4.370 1.122
H 0.956 5.772 1.734
H 3.190 4.815 1.965
H 3.516 2.354 1.413
C -0.995 -0.499 -2.081
C -0.029 0.274 -2.963
C 0.083 1.706 -3.089
C 0.951 2.330 -4.004
C 1.696 1.546 -4.851
C 1.602 0.154 -4.715
C 0.852 -0.466 -3.769
C 2.374 2.024 -6.049
N 2.899 2.336 -7.035
H -1.594 -1.140 -2.753
H -1.729 0.140 -1.612
H -0.661 2.320 -2.605
H 0.906 3.386 -4.208
H 2.162 -0.462 -5.432
H 0.678 -1.542 -3.761
F 2.013 -5.497 -1.592
C 0.729 -5.383 -1.352
F 0.190 -6.569 -1.085
F 0.076 -4.847 -2.403
S 0.516 -4.240 0.100
O 0.665 -4.958 1.307
O -0.876 -3.672 -0.144
O 1.333 -3.052 -0.166

natural (NBO) atomic charge list, values in e, 6 entries: atom 1 (Sn): 2.1806, atom 2 (O): -0.9012, atom 3 (S): 2.3164, atom 4 (O): -0.9432, atom 5 (N): -1.1033, atom 6 (C): 0.2206

---

(4)
Entry from OMol25: the molecule C24H17F3N4O2 (the ωB97M-V functional and the def2-TZVPD basis).

Properties
**Max |F|**: 0.0546 hartree/bohr
**SMILES**: NC(=O)c1ccc(-c2cc3c(cc2F)nc2n3[C@@H](c3ccccc3OC(F)F)[C@@H]3C[C@H]23)cn1
**HOMO level**: -8.39 eV
**Net charge**: 0

Cartesian coordinates (Å):
N -3.927 3.898 5.715
C -2.754 3.753 5.003
O -1.836 4.471 5.368
C -2.605 2.734 3.909
C -1.334 2.475 3.352
C -1.153 1.551 2.345
C -2.260 0.880 1.870
C -2.076 -0.173 0.798
C -1.178 0.078 -0.245
C -0.900 -0.934 -1.165
C -1.501 -2.173 -1.161
C -2.407 -2.435 -0.170
C -2.675 -1.488 0.847
F -3.487 -1.812 1.847
N -1.051 -2.981 -2.222
C -0.232 -2.187 -2.821
N -0.100 -0.949 -2.278
C 0.980 -0.114 -2.770
C 2.018 0.184 -1.693
C 2.133 1.506 -1.270
C 2.952 1.876 -0.240
C 3.670 0.884 0.432
C 3.539 -0.447 0.054
C 2.710 -0.846 -1.009
O 2.483 -2.152 -1.357
C 3.379 -3.194 -0.907
F 3.194 -3.561 0.397
F 3.184 -4.317 -1.657
C 1.497 -0.988 -3.909
C 0.536 -1.254 -5.083
C 0.707 -2.311 -3.955
C -3.509 1.121 2.486
N -3.666 2.012 3.517
H -3.797 4.323 6.627
H -4.569 3.155 5.616
H -0.463 3.064 3.655
H -0.133 1.319 1.973
H -0.687 1.028 -0.441
H -2.820 -3.396 -0.148
H 0.554 0.829 -3.172
H 1.566 2.298 -1.799
H 3.069 2.957 0.042
H 4.376 1.103 1.220
H 4.144 -1.135 0.652
H 4.432 -2.905 -0.993
H 2.582 -1.022 -4.126
H -0.355 -0.646 -5.135
H 0.941 -1.445 -6.079
H 1.252 -3.266 -4.059
H -4.424 0.632 2.140

natural (NBO) atomic charge list, values in e, 6 entries: atom 1 (N): -0.8081, atom 2 (C): 0.6351, atom 3 (O): -0.6073, atom 4 (C): 0.0797, atom 5 (C): -0.1903, atom 6 (C): -0.1826

---

(5)
Entry from OMol25: the molecule C24H17F4NO2 (the ωB97M-V functional and the def2-TZVPD basis).

Properties
**Max |F|**: 0.0531 hartree/bohr
**SMILES**: CCOC(=O)[C@@H](c1ccc(C#N)cc1)C(c1cc(F)cc(F)c1)c1cc(F)cc(F)c1
**HOMO level**: -9.59 eV
**Net charge**: 0

Cartesian coordinates (Å):
C -4.796 -1.635 5.579
C -3.549 -2.392 5.910
O -2.458 -1.424 5.718
C -1.263 -2.025 5.790
O -1.144 -3.224 6.027
C -0.109 -1.092 5.398
C 1.207 -1.404 6.186
C 1.374 -2.497 7.048
C 2.501 -2.633 7.868
C 3.543 -1.711 7.801
C 4.722 -1.824 8.598
N 5.716 -1.821 9.214
C 3.410 -0.622 6.935
C 2.250 -0.450 6.173
C -0.123 -1.215 3.874
C -1.450 -0.689 3.244
C -1.732 0.671 3.201
C -2.911 1.121 2.591
F -3.167 2.472 2.576
C -3.853 0.273 2.034
C -3.590 -1.083 2.194
F -4.579 -1.982 1.848
C -2.388 -1.581 2.709
C 1.140 -0.707 3.186
C 2.248 -1.572 3.208
C 3.486 -1.104 2.788
F 4.572 -1.954 2.875
C 3.661 0.191 2.285
C 2.517 0.981 2.202
F 2.653 2.266 1.723
C 1.246 0.534 2.558
H -5.630 -2.334 5.545
H -5.008 -0.901 6.361
H -4.736 -1.129 4.608
H -3.492 -2.709 6.965
H -3.416 -3.268 5.252
H -0.360 -0.065 5.758
H 0.587 -3.245 7.098
H 2.549 -3.467 8.563
H 4.203 0.125 6.884
H 2.132 0.464 5.583
H -0.117 -2.291 3.647
H -1.040 1.407 3.602
H -4.772 0.636 1.581
H -2.195 -2.655 2.712
H 2.124 -2.589 3.600
H 4.635 0.533 1.968
H 0.388 1.173 2.377

natural (NBO) atomic charge list, values in e, 6 entries: atom 1 (C): -0.6311, atom 2 (C): -0.0763, atom 3 (O): -0.5075, atom 4 (C): 0.8221, atom 5 (O): -0.6206, atom 6 (C): -0.3512